(A)
The following is a quantum chemistry calculation of a 2-piece molecular cluster, C5H14 overall, from OMol25.

```
19
Properties=species:S:1:pos:R:3:mulliken_charge:R:1
C -0.11161 -0.57524 1.20388 -0.019
C 0.60972 -1.95902 0.91525 -1.015
C -1.12943 -0.50511 2.38262 -1.141
H 0.76979 0.05532 1.37886 0.297
H -0.79117 -0.43013 0.35282 0.106
H 0.45343 -2.72568 1.67717 0.353
H -1.92538 0.20265 2.11406 0.285
H -1.40038 -1.50923 2.71310 0.322
H 1.65977 -1.72915 0.93179 0.265
H 0.19371 -2.36560 -0.00375 0.280
H -0.68021 -0.01763 3.25826 0.275
C 0.30272 1.07338 -1.45738 -0.605
C 0.27669 1.78542 -2.77818 -1.078
H 0.08406 -0.00160 -1.43105 0.237
H 1.30343 1.08534 -1.03227 0.263
H -0.50359 1.40900 -0.78955 0.268
H 0.90400 1.44365 -3.60770 0.323
H -0.73683 1.96817 -3.13710 0.305
H 0.72126 2.79544 -2.69083 0.280
```

Summary:
* SMILES: CCC.CC
* spin multiplicity: 1
* charge: 0
* orbital gap: 12.1 eV
* LUMO energy: 0.0377 Ha



(B)
The following is a quantum chemistry calculation of a 2-piece molecular cluster, C5H14 overall, from OMol25.

```
19
Properties=species:S:1:pos:R:3:mulliken_charge:R:1
C 1.13864 -1.10170 -0.12139 0.262
C 1.78329 -1.18387 -1.50423 -1.218
C 0.63771 -2.43895 0.39406 -1.213
H 1.88686 -0.70894 0.57417 0.294
H 0.32038 -0.38506 -0.16703 -0.084
H 2.46516 -2.03392 -1.56445 0.309
H 0.08797 -2.96636 -0.39355 0.300
H 1.47877 -3.09654 0.62552 0.335
H 2.27908 -0.25485 -1.77339 0.342
H 1.01487 -1.36272 -2.26288 0.322
H -0.01498 -2.34159 1.25783 0.342
C -1.23367 1.77941 0.88734 -0.697
C -2.18167 2.83099 0.32941 -0.943
H -0.21402 1.91205 0.51946 0.267
H -1.14207 1.84383 1.97137 0.287
H -1.57697 0.78481 0.60291 0.226
H -1.80874 3.83054 0.56606 0.283
H -2.28332 2.78232 -0.75123 0.302
H -3.16941 2.74117 0.78116 0.283
```

Summary:
* SMILES: CCC.CC
* spin multiplicity: 1
* charge: 0
* orbital gap: 12.4 eV
* LUMO energy: 0.0400 Ha



(C)
The following is a quantum chemistry calculation of a 2-piece molecular cluster, C5H14 overall, from OMol25.

```
19
Properties=species:S:1:pos:R:3:mulliken_charge:R:1
C -0.89611 -0.81914 -1.55335 -0.561
C -0.77233 -2.11388 -2.36678 -0.925
H 0.05935 -0.29533 -1.51451 0.169
H -1.67773 -0.16619 -1.95534 0.344
H -1.14607 -0.98585 -0.51209 0.146
H -1.19776 -1.98641 -3.36089 0.264
H 0.27047 -2.39713 -2.46018 0.286
H -1.33550 -2.90364 -1.87943 0.273
C 1.14078 0.80310 1.58390 -0.186
C 1.06354 1.95345 0.56128 -1.129
C -0.21609 0.37909 2.16771 -1.059
H 1.57168 -0.06245 1.09920 0.261
H 1.77074 1.13699 2.39683 0.329
H 0.08428 2.05488 0.07359 0.279
H -0.98993 0.37098 1.39531 0.214
H 1.77839 1.84379 -0.25242 0.287
H 1.20838 2.90464 1.05951 0.364
H -0.14250 -0.66072 2.49370 0.299
H -0.57358 0.94380 3.02397 0.344
```

Summary:
* SMILES: CCC.CC
* spin multiplicity: 1
* charge: 0
* orbital gap: 12.6 eV
* LUMO energy: 0.0421 Ha



(D)
The following is a quantum chemistry calculation of a 2-piece molecular cluster, C5H14 overall, from OMol25.

```
19
Properties=species:S:1:pos:R:3:mulliken_charge:R:1
C 0.43504 -1.37721 1.65475 -0.668
C 1.61271 -0.57364 2.15997 -0.872
H 0.39653 -2.37513 2.26677 0.309
H -0.47545 -0.78154 1.82193 0.284
H 0.53778 -1.77065 0.66501 0.152
H 1.80878 0.40900 1.61711 0.238
H 2.52266 -1.10923 2.20964 0.352
H 1.43290 -0.27442 3.24965 0.229
C -0.92909 0.83021 -0.72466 0.079
C -0.81027 -0.58898 -1.34376 -1.320
C -0.42916 1.81479 -1.87668 -1.327
H -2.00118 1.09201 -0.48043 0.336
H -0.18775 0.92784 0.16108 -0.017
H -1.12938 -1.36030 -0.60538 0.275
H 0.17974 -0.69720 -1.68320 0.370
H 0.65447 1.68626 -1.78562 0.366
H -0.75691 1.67692 -2.79686 0.423
H -1.23392 -0.71709 -2.30095 0.487
H -1.02363 2.66256 -1.55650 0.304
```

Summary:
* SMILES: CCC.CC
* spin multiplicity: 1
* charge: 0
* orbital gap: 11.6 eV
* LUMO energy: 0.0416 Ha



In terms of stability, (B) leads; the second structure lies 21.7 kJ/mol higher.



(A)
The following is a quantum chemistry calculation of a 2-piece molecular cluster, C5H14 overall, from OMol25.

```
19
Properties=species:S:1:pos:R:3:mulliken_charge:R:1
C -2.98227 1.25800 -0.33395 -0.875
C -1.71671 2.13220 0.05989 -0.632
H -3.76580 1.29750 0.48828 0.227
H -3.37379 1.75601 -1.14150 0.294
H -2.80351 0.27541 -0.51110 0.345
H -0.81225 1.67805 -0.29885 0.056
H -1.54528 2.16342 1.14869 0.240
H -1.72237 3.23042 -0.12693 0.343
C 1.68647 -0.67608 -0.09586 -0.280
C 0.66208 -0.93971 0.95341 -0.796
C 2.48455 -1.89314 -0.63033 -1.130
H 1.31761 -0.03064 -0.86525 0.322
H 2.45113 0.01887 0.33527 0.240
H 0.99486 -1.67777 1.68941 0.347
H 1.83740 -2.61020 -1.11071 0.317
H 3.23556 -1.73099 -1.46489 0.327
H 3.14380 -2.36706 0.20554 0.250
H 0.57664 0.06346 1.40595 0.230
H -0.33875 -1.35413 0.52708 0.176
```

Summary:
* SMILES: CCC.CC
* spin multiplicity: 1
* charge: 0
* orbital gap: 12.2 eV
* LUMO energy: 0.0411 Ha



(B)
The following is a quantum chemistry calculation of a 2-piece molecular cluster, C5H14 overall, from OMol25.

```
19
Properties=species:S:1:pos:R:3:mulliken_charge:R:1
C 2.29373 0.06657 1.12121 -0.913
C 1.86962 -0.86593 2.38589 -0.831
H 3.26349 0.53109 1.30064 0.347
H 2.29750 -0.37432 0.21192 0.351
H 1.62838 0.91444 1.05841 0.228
H 0.82389 -1.27177 2.41373 0.263
H 1.91883 -0.23367 3.27250 0.269
H 2.50174 -1.71514 2.51222 0.299
C -1.00115 0.20387 -0.87964 0.210
C -0.90449 0.28710 -2.41634 -1.298
C -2.36607 0.27830 -0.36076 -1.296
H -0.40609 -0.61320 -0.54776 0.248
H -0.47308 1.05868 -0.37834 0.089
H -1.46190 1.06920 -2.89802 0.353
H -2.96966 -0.59843 -0.46123 0.367
H -2.28920 0.55988 0.71922 0.308
H -2.95690 1.11886 -0.71051 0.332
H 0.13490 0.31066 -2.78895 0.304
H -1.36175 -0.57577 -2.80597 0.369
```

Summary:
* SMILES: CCC.CC
* spin multiplicity: 1
* charge: 0
* orbital gap: 12.3 eV
* LUMO energy: 0.0402 Ha



(C)
The following is a quantum chemistry calculation of a 2-piece molecular cluster, C5H14 overall, from OMol25.

```
19
Properties=species:S:1:pos:R:3:mulliken_charge:R:1
C 2.35470 1.50783 0.69310 -0.714
C 2.99073 0.42334 1.51890 -0.903
H 1.61834 1.95293 1.44230 0.206
H 2.95856 2.42418 0.50856 0.313
H 2.03907 1.22572 -0.31626 0.258
H 3.82117 -0.11406 1.00897 0.276
H 3.36696 0.93198 2.41333 0.268
H 2.43636 -0.42166 1.89748 0.298
C -2.16088 -0.90809 -1.29389 -0.179
C -1.68173 -1.70908 -0.08132 -1.058
C -1.74411 0.54218 -1.02762 -1.017
H -1.82228 -1.30305 -2.24761 0.317
H -3.27201 -0.87258 -1.34474 0.203
H -1.75965 -2.80413 -0.10836 0.320
H -2.69351 1.10904 -0.94097 0.290
H -2.31590 -1.38537 0.74269 0.304
H -0.63368 -1.50931 0.18030 0.240
H -1.20922 0.89740 -0.15461 0.304
H -1.13277 0.92839 -1.85869 0.275
```

Summary:
* SMILES: CCC.CC
* spin multiplicity: 1
* charge: 0
* orbital gap: 12.1 eV
* LUMO energy: 0.0391 Ha



In terms of stability, (B) leads; the second structure lies 24.2 kJ/mol higher.



(A)
The following is a quantum chemistry calculation of an isolated ion of composition C3H7N2OS and charge +1, from OMol25.

```
14
Properties=species:S:1:pos:R:3:mulliken_charge:R:1
C 0.02695 -0.02065 -0.70105 0.560
C -0.17153 0.96840 1.41517 -0.046
C -0.31431 -1.07861 -1.70029 -1.075
N 1.23336 0.41780 -0.57749 -0.088
N -0.76702 0.36882 0.30233 -0.083
O -0.31542 -0.20097 2.52826 -0.499
S 1.48739 1.28260 0.89217 0.071
H -0.64981 1.83105 1.78766 0.366
H -1.33201 -1.31569 -1.48853 0.299
H 0.34419 -1.94545 -1.67705 0.363
H -0.11317 -0.50524 -2.74611 0.348
H 1.85114 0.18322 -1.32118 0.261
H -1.73683 0.38295 0.27206 0.204
H 0.45706 -0.36822 3.01406 0.318
```

Summary:
* SMILES: CC1=[NH+][C@@H](O)SN1
* spin multiplicity: 1
* charge: +1
* orbital gap: 10.1 eV
* LUMO energy: -0.1433 Ha



(B)
The following is a quantum chemistry calculation of a 2-piece molecular cluster, C3H7N2OS overall, from OMol25.

```
14
Properties=species:S:1:pos:R:3:mulliken_charge:R:1
C 1.71682 1.84389 3.32531 0.137
C -0.45895 -0.43093 -0.82869 0.899
C -0.32440 -0.34396 -2.31486 -1.135
N -0.25160 -1.60062 -0.18043 -0.325
N -0.81798 0.64002 -0.07311 -0.340
O 2.23179 2.00984 4.33723 -0.113
S -1.01256 0.55539 1.67763 -0.142
H 0.18538 0.83926 2.21195 0.166
H -0.36219 0.56817 -2.72396 0.386
H 0.68204 -0.89314 -2.61945 0.327
H -1.11711 -0.95778 -2.76482 0.328
H 0.32568 -2.28118 -0.64006 0.274
H -0.34040 -1.49435 0.87445 0.193
H -0.45652 1.54540 -0.28119 0.345
```

Summary:
* spin multiplicity: 1
* charge: +1
* orbital gap: 10.4 eV
* LUMO energy: -0.1541 Ha



In terms of stability, (B) leads; the second structure lies 46.7 kJ/mol higher.



(A)
The following is a quantum chemistry calculation of a 2-piece molecular cluster, C3H7N4 overall, from OMol25.

```
14
Properties=species:S:1:pos:R:3:mulliken_charge:R:1
C -0.86091 -0.07104 0.23918 0.799
C 1.26198 -0.70512 1.25251 -0.353
C -1.28373 1.08356 -0.48032 -1.125
N 2.90460 0.51876 -0.48839 0.190
N 3.92169 0.16087 -0.66506 -0.183
N 0.22590 0.13222 1.13342 -0.093
N -1.03181 -1.27546 -0.23078 -0.295
H 1.08947 -1.40390 0.40620 0.228
H -0.36085 1.41628 -1.04268 0.318
H -2.13557 0.98098 -1.20955 0.369
H -1.59905 1.82856 0.13403 0.418
H 0.09913 0.99184 1.67258 0.234
H -1.78575 -1.58280 -0.81533 0.278
H -0.44508 -2.07476 0.09420 0.216
```

Summary:
* spin multiplicity: 1
* charge: +1
* orbital gap: 8.0 eV
* LUMO energy: -0.2121 Ha



(B)
The following is a quantum chemistry calculation of an isolated ion of composition C3H7N4 and charge +1, from OMol25.

```
14
Properties=species:S:1:pos:R:3:mulliken_charge:R:1
C 1.46185 0.48569 -0.54607 0.075
C -0.50307 1.61358 0.28193 0.072
C 1.67235 -0.62408 0.44459 -0.950
N 0.58117 1.32077 -0.47738 -0.337
N -1.47827 0.87681 0.53668 0.306
N -3.06648 -0.38606 -0.40978 -0.192
N -2.20625 -0.10018 0.54131 -0.267
H 2.03102 0.54952 -1.39481 0.516
H -0.52063 2.69496 0.68152 0.319
H 2.28364 -1.61265 0.23216 0.297
H 2.19232 -0.16484 1.30744 0.302
H -3.36796 0.15842 -1.24982 0.279
H -3.45914 -1.31586 -0.29343 0.293
H 0.74446 -0.85390 0.89122 0.288
```

Summary:
* SMILES: C/C=N\C=N/N=[NH2+]
* spin multiplicity: 1
* charge: +1
* orbital gap: 9.5 eV
* LUMO energy: -0.1722 Ha



In terms of stability, (A) leads; the second structure lies 145.7 kJ/mol higher.